# 1
Formula: C7H6N4
Source: the OMol25 dataset
Level of theory: ωB97M-V with the def2-TZVPD basis set

Computed properties:
total energy	-489.289877	a.u.
net charge	0
2S+1	1

Last column: natural (NBO) charge in e.
Cartesian coordinates (Å):
C -2.12244 -1.89704 -0.01724  -0.6708
C -1.56136 -0.53388 0.07643  0.4145
N -0.70529 -0.03543 -0.72523  -0.4460
C -0.44077 1.30645 -0.29142  -0.0127
N 0.94004 1.61179 -0.13366  -0.3910
C 1.90233 0.96380 -0.46178  0.5352
C 3.03063 0.34562 -0.70803  -0.5470
C 3.60452 -0.46102 0.29028  0.2705
N 4.07326 -1.11060 1.11009  -0.3194
C -1.30379 1.40649 0.95853  0.1427
N -1.97153 0.33899 1.11938  -0.4316
H -2.61886 -2.15646 0.91272  0.2377
H -2.84351 -1.94045 -0.83260  0.2432
H -1.32813 -2.60609 -0.23693  0.2462
H -0.84940 2.00899 -1.03801  0.2434
H 3.57907 0.49587 -1.62456  0.2766
H -1.38476 2.26297 1.60201  0.2085

# 2
Formula: C7H6N4S
Source: the OMol25 dataset
Level of theory: ωB97M-V with the def2-TZVPD basis set

Computed properties:
total energy	-887.574374	a.u.
net charge	0
2S+1	1

Last column: natural (NBO) charge in e.
Cartesian coordinates (Å):
N -3.95041 1.13810 -0.03856  -0.8004
C -2.94010 0.21818 0.00400  0.2497
N -1.67620 0.55530 0.01660  -0.5487
C -0.91938 -0.58952 0.04235  0.3476
C 0.58045 -0.42830 0.03421  0.1383
C 1.17146 0.82984 -0.10307  -0.2155
C 2.57901 0.93953 -0.07563  -0.1756
C 3.30328 -0.25760 0.02306  -0.2522
C 2.62567 -1.48050 -0.01040  0.0347
N 1.28577 -1.54763 -0.03261  -0.3823
N -1.50181 -1.75687 0.00617  -0.5763
S -3.17498 -1.53100 -0.07867  0.5050
H -4.88737 0.88294 0.18010  0.3988
H -3.65801 2.10416 0.18816  0.4085
H 0.57489 1.71587 -0.11389  0.2335
H 3.05512 1.91971 -0.15693  0.2217
H 4.36525 -0.28164 0.05930  0.2150
H 3.16736 -2.43056 0.05582  0.1984

# 3
Formula: C7H6NO7Ti
Source: the OMol25 dataset
Level of theory: ωB97M-V with the def2-TZVPD basis set

Computed properties:
total energy	-1700.317680	a.u.
expectation value of S²	0.76
net charge	+2
2S+1	2

Last column: natural (NBO) charge in e.
Cartesian coordinates (Å):
O -1.13889 3.01969 -6.28650  -0.4492
C -1.15309 3.00509 -5.15210  0.4559
Ti -1.13629 0.77989 -0.99890  0.5282
C -1.17729 1.12299 0.81620  0.5110
O -1.20299 1.33669 1.94700  -0.2870
C -1.11239 -1.06441 -0.87380  0.5909
O -1.09639 -2.21211 -0.85220  -0.3170
C 0.70351 0.76519 -1.17930  0.5723
O 1.83911 0.74549 -1.34640  -0.3355
C -2.96629 0.71259 -1.25210  0.5356
O -4.09339 0.66069 -1.46410  -0.2334
H -1.10119 0.48689 -2.54850  -0.0890
N 2.42951 -0.51361 1.93620  -0.6741
C 1.30021 -1.35751 2.32330  -0.3507
C 0.09301 -1.11751 1.46440  0.7464
O -1.04999 -1.65061 1.84470  -0.4812
O 0.14131 -0.25271 0.40070  -0.7267
H 2.74021 -0.74301 0.96570  0.4631
H 3.21971 -0.68151 2.60040  0.4815
H 2.15601 0.49529 1.99870  0.4571
H 1.58341 -2.43101 2.28480  0.3025
H 1.02221 -1.10651 3.37190  0.2994

- Which of these has the highest 2S+1?
  C7H6NO7Ti